No. 1
Formula: C15H35NO3
Source: the Open Molecules 2025 dataset
Level of theory: wB97M-V/def2-TZVPD

## Properties
electronic energy = -23753.58486 eV
HOMO-LUMO gap = 9.213 eV
SMILES = CC1(C)CCCC(C)(C)N1O.CC(C)O.CC(C)O
HOMO energy = -8.67 eV
energy relative to the best compared isomer or geometry (same formula, charge and spin) = 40.0 kJ/mol

Geometry as ORCA input:
```
! wB97M-V def2-TZVPD RIJCOSX def2/J DEFGRID3
* xyz 0 1
C 0.538 2.735 3.318
C 0.702 1.403 2.542
C -0.480 0.514 2.930
C 0.607 1.655 1.030
C 1.884 2.086 0.372
C 2.976 1.082 0.767
C 3.200 1.080 2.284
C 4.230 -0.017 2.568
C 3.774 2.390 2.810
N 1.926 0.653 2.920
O 2.065 0.679 4.322
H 1.333 3.438 3.050
H -0.310 3.322 2.949
H 0.450 2.492 4.370
H -0.414 0.253 3.984
H -1.427 1.017 2.725
H -0.483 -0.379 2.300
H 0.249 0.746 0.535
H -0.127 2.447 0.846
H 1.776 2.193 -0.709
H 2.244 3.063 0.703
H 3.907 1.421 0.304
H 2.810 0.043 0.481
H 4.588 -0.004 3.600
H 5.150 0.193 2.004
H 3.990 -1.033 2.256
H 4.821 2.404 2.479
H 3.772 2.521 3.889
H 3.400 3.299 2.337
H 1.915 -0.244 4.551
C -0.908 -1.582 -1.981
C 0.475 -2.217 -2.071
C 0.866 -2.308 -3.558
O 1.483 -1.426 -1.436
H -1.018 -0.644 -2.522
H -1.208 -1.469 -0.930
H -1.659 -2.281 -2.358
H 0.488 -3.171 -1.528
H 1.822 -2.829 -3.596
H 0.932 -1.279 -3.900
H 0.107 -2.866 -4.104
H 1.066 -0.804 -0.830
C -5.482 -2.305 -4.385
C -4.893 -1.904 -3.039
C -4.765 -0.387 -2.984
O -5.787 -2.403 -2.014
H -4.744 -2.368 -5.186
H -6.192 -1.545 -4.723
H -6.035 -3.242 -4.346
H -3.972 -2.443 -2.806
H -5.702 0.156 -2.882
H -4.355 -0.069 -3.948
H -4.069 -0.073 -2.203
H -5.515 -1.993 -1.186
*
```


No. 2
Formula: C7H11NO3S
Source: the Open Molecules 2025 dataset
Level of theory: wB97M-V/def2-TZVPD

## Properties
electronic energy = -25898.13508 eV
HOMO-LUMO gap (alpha / beta) = 7.040 / 8.810 eV
expectation value of S² = 2.0085
HOMO energy (alpha / beta) = -6.65 / -11.09 eV
energy relative to the best compared isomer or geometry (same formula, charge and spin) = 154.0 kJ/mol

Geometry as ORCA input:
```
! wB97M-V def2-TZVPD RIJCOSX def2/J DEFGRID3
* xyz 0 3
C -0.845 -2.516 -0.495
C -1.543 -1.411 -1.132
C -1.151 -0.165 -0.397
C 0.361 0.152 -0.568
C 1.096 -0.834 0.275
C 1.033 -0.832 1.760
C 0.812 1.646 -0.222
N -0.503 -3.539 -0.088
O 3.820 -1.112 0.606
O 2.918 -0.360 -1.539
O 2.186 1.815 -0.175
S 2.716 -0.591 -0.160
H -1.403 -1.232 -2.253
H -2.683 -1.483 -1.198
H -1.914 0.742 -0.666
H -1.423 -0.288 0.619
H 0.416 0.183 -1.677
H 1.921 -1.241 2.006
H 0.336 -1.599 1.994
H 0.792 0.238 2.030
H 0.328 1.763 0.705
H 0.254 2.392 -0.829
H 2.541 1.417 -0.993
*
```


No. 3
Formula: C5H6O
Source: the Open Molecules 2025 dataset
Level of theory: wB97M-V/def2-TZVPD

## Properties
electronic energy = -7324.76270 eV
HOMO-LUMO gap = 7.857 eV
HOMO energy = -8.52 eV
energy relative to the best compared isomer or geometry (same formula, charge and spin) = 436.3 kJ/mol

Geometry as ORCA input:
```
! wB97M-V def2-TZVPD RIJCOSX def2/J DEFGRID3
* xyz 0 1
C 1.763 0.380 0.829
C 0.568 -0.185 0.126
C 0.226 -1.373 -0.443
C -0.942 -0.957 -1.015
C -1.658 0.129 -0.272
O -0.463 0.919 -0.070
H 2.099 1.290 0.337
H 1.448 0.672 1.828
H 2.631 -0.270 0.923
H -1.152 -1.039 -2.072
H -2.083 -0.193 0.693
H -2.437 0.628 -0.865
*
```


No. 4
Formula: C6H10N2O5
Source: the Open Molecules 2025 dataset
Level of theory: wB97M-V/def2-TZVPD

## Properties
electronic energy = -19592.94572 eV
HOMO-LUMO gap = 8.870 eV
HOMO energy = -8.82 eV
energy relative to the best compared isomer or geometry (same formula, charge and spin) = 1069.3 kJ/mol

Geometry as ORCA input:
```
! wB97M-V def2-TZVPD RIJCOSX def2/J DEFGRID3
* xyz 0 1
C -0.901 2.538 1.374
C -0.237 1.482 0.747
C -1.126 0.543 -0.027
C 0.827 -0.902 -0.543
C 1.115 -2.391 -0.931
C 0.735 -2.597 -2.393
H 0.923 2.967 3.252
H -0.723 3.745 2.838
H -2.894 2.170 0.860
H 0.544 1.029 1.023
H -1.128 -1.011 -1.354
H 1.032 -0.335 -1.156
H 1.084 -0.790 0.422
H 0.351 -3.397 -0.517
H 2.139 -2.497 -0.694
H 1.333 -4.432 -1.785
N -0.214 3.480 2.223
N -0.558 -0.604 -0.711
O 1.107 3.186 2.405
O -2.251 2.863 1.298
O -2.337 0.776 -0.380
O 1.037 -3.863 -2.855
O 0.142 -1.962 -3.094
*
```


No. 5
Formula: C47H123N11O15
Source: the Open Molecules 2025 dataset
Level of theory: wB97M-V/def2-TZVPD

## Properties
electronic energy = -97823.85017 eV
HOMO-LUMO gap = 8.710 eV
SMILES = COC[C@H](C)N.COC[C@H](C)N.COC[C@H](C)N.COC[C@H](C)N.COCCNCCOC.COCCNCCOC.COCCNCCOC.COCCNCCOC.COCCNCCOC.NC(N)=O
HOMO energy = -8.37 eV
energy relative to the best compared isomer or geometry (same formula, charge and spin) = 0.0 kJ/mol

Geometry as ORCA input:
```
! wB97M-V def2-TZVPD RIJCOSX def2/J DEFGRID3
* xyz 0 1
C -1.583 -4.113 1.463
O -0.802 -5.321 1.358
C 0.480 -5.166 0.643
C 1.519 -4.330 1.426
C 2.817 -3.881 0.697
N 1.932 -4.932 2.672
H -0.947 -3.442 2.041
H -2.588 -4.239 1.866
H -1.714 -3.639 0.490
H 0.868 -6.182 0.567
H 0.273 -4.733 -0.335
H 1.014 -3.421 1.751
H 2.581 -3.337 -0.218
H 3.524 -4.664 0.423
H 3.404 -3.249 1.364
H 2.084 -4.186 3.335
H 1.128 -5.452 2.995
C 4.156 12.945 2.791
O 3.919 12.436 1.488
C 3.896 11.002 1.409
C 3.720 10.431 -0.068
C 3.380 8.892 0.065
N 4.893 10.709 -0.832
H 3.701 13.927 2.924
H 5.228 13.139 2.818
H 3.937 12.158 3.513
H 4.753 10.569 1.925
H 3.042 10.581 1.939
H 2.966 10.949 -0.660
H 2.398 8.743 0.512
H 4.171 8.351 0.586
H 3.223 8.421 -0.905
H 5.711 10.502 -0.278
H 4.922 11.711 -0.953
C 11.676 13.521 -6.906
O 11.535 14.710 -6.092
C 10.278 15.335 -6.311
C 10.299 16.531 -5.448
C 10.321 16.196 -3.966
N 9.048 17.248 -5.640
H 10.943 12.720 -6.810
H 12.673 13.112 -6.742
H 11.644 13.834 -7.950
H 10.198 15.682 -7.341
H 9.561 14.543 -6.093
H 11.120 17.186 -5.741
H 11.313 15.794 -3.759
H 9.518 15.510 -3.696
H 10.082 17.093 -3.395
H 8.935 17.999 -4.974
H 8.283 16.688 -5.294
C 14.845 10.785 -15.306
O 13.413 10.715 -15.313
C 12.967 9.393 -14.949
C 11.477 9.192 -15.222
C 10.876 8.009 -14.439
N 11.209 9.074 -16.646
H 15.172 11.820 -15.399
H 15.140 10.170 -16.157
H 15.361 10.438 -14.411
H 13.539 8.594 -15.421
H 13.112 9.362 -13.869
H 10.988 10.064 -14.787
H 11.199 7.935 -13.401
H 11.205 7.051 -14.841
H 9.786 7.995 -14.428
H 11.555 9.909 -17.098
H 10.208 9.082 -16.777
C 6.892 3.135 -5.727
O 8.156 3.694 -5.756
C 8.243 4.866 -6.524
C 7.772 6.112 -5.840
N 8.699 6.776 -4.925
C 9.123 5.977 -3.814
C 9.971 6.877 -2.765
O 9.222 7.838 -2.129
C 9.941 8.957 -1.783
H 6.150 3.834 -5.342
H 6.890 2.226 -5.126
H 6.621 2.913 -6.760
H 7.729 4.644 -7.459
H 9.269 4.968 -6.877
H 6.868 5.883 -5.275
H 7.467 6.812 -6.617
H 8.224 7.558 -4.498
H 9.761 5.194 -4.225
H 8.297 5.444 -3.343
H 10.774 7.273 -3.387
H 10.417 6.290 -1.962
H 9.347 9.682 -1.227
H 10.172 9.519 -2.688
H 10.820 8.688 -1.198
C 21.081 1.715 -17.284
O 19.868 2.427 -17.463
C 19.286 2.921 -16.270
C 18.012 3.689 -16.696
N 17.115 2.876 -17.534
C 16.700 1.678 -16.849
C 15.940 1.770 -15.508
O 16.816 2.164 -14.417
C 16.018 2.596 -13.307
H 21.039 0.910 -16.550
H 21.845 2.458 -17.057
H 21.349 1.305 -18.258
H 19.964 3.619 -15.779
H 19.041 2.214 -15.476
H 18.367 4.535 -17.284
H 17.434 4.114 -15.875
H 17.698 2.493 -18.264
H 17.480 0.918 -16.811
H 16.034 1.221 -17.581
H 15.597 0.742 -15.390
H 15.092 2.451 -15.589
H 16.632 2.700 -12.413
H 15.122 2.015 -13.090
H 15.599 3.568 -13.567
C 11.114 -2.422 -2.319
O 11.646 -2.540 -3.580
C 10.684 -2.269 -4.588
C 11.212 -2.564 -5.956
N 10.097 -2.778 -6.948
C 10.686 -3.210 -8.220
C 9.645 -2.928 -9.391
O 8.368 -3.434 -9.092
C 7.359 -2.989 -10.040
H 10.246 -3.071 -2.208
H 10.861 -1.376 -2.146
H 11.860 -2.788 -1.613
H 10.361 -1.235 -4.470
H 9.842 -2.928 -4.373
H 11.672 -3.536 -5.776
H 11.951 -1.808 -6.216
H 9.637 -1.880 -6.999
H 10.911 -4.275 -8.161
H 11.613 -2.650 -8.342
H 10.060 -3.326 -10.317
H 9.524 -1.845 -9.382
H 7.380 -3.440 -11.032
H 7.218 -1.910 -10.099
H 6.428 -3.409 -9.658
C 9.679 18.053 10.312
O 10.053 16.722 10.010
C 10.948 16.583 8.887
C 11.389 15.117 8.604
N 10.360 14.346 7.926
C 10.729 12.905 7.824
C 9.549 12.090 7.511
O 8.657 12.073 8.636
C 7.748 11.012 8.687
H 10.502 18.744 10.130
H 9.348 18.190 11.342
H 8.743 18.373 9.853
H 11.857 17.164 9.041
H 10.457 17.031 8.023
H 11.815 14.665 9.500
H 12.280 15.261 7.993
H 9.424 14.519 8.265
H 11.009 12.526 8.806
H 11.551 12.789 7.118
H 9.875 11.108 7.168
H 8.984 12.467 6.658
H 6.996 11.105 7.904
H 7.349 11.061 9.700
H 8.206 10.054 8.441
C -1.085 8.333 -8.060
O -0.267 9.192 -8.794
C 0.950 8.661 -9.207
C 1.762 9.853 -9.727
N 2.334 10.621 -8.584
C 3.419 11.475 -9.010
C 3.107 12.639 -9.990
O 3.303 12.178 -11.325
C 2.910 13.122 -12.269
H -1.209 7.398 -8.607
H -2.077 8.758 -7.907
H -0.461 8.191 -7.177
H 0.765 8.067 -10.102
H 1.464 8.109 -8.419
H 1.159 10.428 -10.430
H 2.582 9.464 -10.330
H 2.443 10.174 -7.685
H 4.200 10.829 -9.411
H 3.758 11.892 -8.062
H 3.747 13.514 -9.877
H 2.127 13.079 -9.809
H 1.884 13.487 -12.238
H 3.186 12.774 -13.264
H 3.486 14.040 -12.155
N 7.026 -6.708 -5.670
C 5.721 -6.604 -5.583
N 5.214 -5.852 -6.543
O 5.081 -7.312 -4.793
H 7.513 -7.454 -5.193
H 7.431 -6.058 -6.327
H 4.228 -5.663 -6.654
H 5.851 -5.628 -7.295
*
```


> What is the energy relative to the best compared isomer or geometry (same formula, charge and spin) in the fourth record?

1069.3 kJ/mol